{"formula": "C24H33N3O6S", "method": "wB97M-V/def2-TZVPD", "elements": ["C", "O", "C", "C", "C", "C", "O", "C", "C", "C", "N", "C", "C", "C", "N", "C", "C", "O", "C", "C", "S", "O", "O", "C", "C", "C", "C", "N", "C", "C", "O", "C", "C", "C", "H", "H", "H", "H", "H", "H", "H", "H", "H", "H", "H", "H", "H", "H", "H", "H", "H", "H", "H", "H", "H", "H", "H", "H", "H", "H", "H", "H", "H", "H", "H", "H", "H"], "xyz": [[-5.116, -2.091, 0.478], [-4.118, -1.386, 1.183], [-2.816, -1.596, 0.828], [-2.389, -2.409, -0.211], [-1.035, -2.577, -0.458], [-0.080, -1.925, 0.310], [1.262, -2.106, 0.198], [1.765, -2.744, -0.952], [-0.510, -1.042, 1.313], [0.503, -0.252, 2.087], [0.834, 1.014, 1.440], [1.956, 1.746, 2.009], [3.268, 1.609, 1.231], [3.676, 0.149, 0.982], [4.766, -0.055, 0.051], [6.042, 0.507, 0.444], [7.113, -0.061, -0.491], [6.836, 0.241, -1.839], [5.566, -0.248, -2.212], [4.469, 0.329, -1.318], [0.517, 1.317, -0.168], [1.004, 0.312, -1.074], [0.960, 2.664, -0.398], [-1.268, 1.335, -0.253], [-1.975, 2.080, 0.672], [-3.351, 2.131, 0.592], [-4.024, 1.443, -0.420], [-5.417, 1.519, -0.439], [-6.306, 0.813, -1.201], [-7.741, 1.176, -0.888], [-5.995, -0.014, -2.027], [-3.296, 0.729, -1.369], [-1.917, 0.682, -1.281], [-1.859, -0.917, 1.580], [-4.967, -3.172, 0.548], [-5.155, -1.793, -0.574], [-6.057, -1.829, 0.961], [-3.095, -2.927, -0.840], [-0.737, -3.230, -1.262], [1.444, -2.218, -1.855], [1.459, -3.795, -0.997], [2.849, -2.685, -0.866], [1.403, -0.863, 2.218], [0.095, -0.008, 3.077], [2.082, 1.402, 3.039], [1.677, 2.804, 2.023], [3.133, 2.104, 0.270], [4.050, 2.133, 1.787], [3.964, -0.323, 1.929], [2.823, -0.386, 0.565], [6.262, 0.215, 1.474], [6.056, 1.609, 0.373], [8.091, 0.374, -0.276], [7.159, -1.152, -0.357], [5.421, 0.049, -3.252], [5.557, -1.346, -2.138], [3.491, -0.065, -1.598], [4.455, 1.424, -1.449], [-1.437, 2.602, 1.447], [-3.915, 2.701, 1.317], [-5.811, 2.133, 0.261], [-7.907, 2.237, -1.060], [-7.968, 0.949, 0.151], [-8.403, 0.603, -1.531], [-3.812, 0.216, -2.163], [-1.330, 0.131, -1.997], [-2.198, -0.269, 2.373]], "forces_ev_per_a": [[-0.09, -0.09, -0.12], [0.21, 0.14, 0.13], [0.13, -0.02, 0.11], [-0.30, 0.08, 0.18], [0.41, 0.00, -0.02], [-0.30, -0.11, 0.12], [-0.17, 0.06, 0.28], [0.06, -0.03, -0.13], [0.01, -0.47, 0.09], [-0.15, -0.36, 0.09], [-0.26, 0.10, -0.96], [0.45, 0.66, -0.16], [0.06, -0.30, 0.07], [-0.08, 0.20, 0.11], [0.11, 0.02, -0.04], [0.20, -0.22, -0.25], [0.06, 0.09, 0.40], [0.06, 0.12, -0.08], [-0.36, 0.09, -0.08], [0.30, -0.21, -0.19], [-0.57, 0.23, 0.08], [-0.13, -0.04, 0.12], [0.05, 0.21, 0.25], [0.56, -0.02, -0.14], [-0.13, 0.13, -0.02], [0.09, -0.04, -0.06], [0.45, -0.15, -0.16], [-0.06, 0.28, 0.33], [-0.38, 0.22, 0.22], [-0.02, -0.16, -0.19], [0.07, -0.18, -0.23], [-0.16, 0.07, -0.08], [0.27, 0.09, 0.07], [-0.12, -0.35, -0.06], [0.00, 0.01, 0.01], [0.02, -0.03, 0.03], [0.01, -0.04, -0.06], [-0.11, -0.05, -0.05], [0.07, -0.07, -0.07], [-0.02, -0.03, -0.01], [0.02, 0.06, -0.01], [-0.02, -0.04, -0.05], [-0.05, 0.14, 0.04], [0.09, -0.08, -0.13], [-0.14, -0.03, -0.04], [0.14, -0.07, 0.20], [0.15, 0.10, 0.06], [0.00, 0.08, -0.05], [-0.11, -0.05, 0.00], [0.02, -0.07, 0.16], [0.03, 0.03, 0.03], [0.01, -0.03, 0.05], [-0.04, -0.06, 0.04], [0.01, 0.09, 0.03], [-0.04, -0.05, 0.04], [-0.04, 0.07, -0.02], [-0.01, 0.02, -0.05], [-0.06, -0.04, -0.03], [-0.02, 0.10, 0.17], [-0.04, 0.06, 0.09], [-0.02, -0.13, -0.18], [-0.04, 0.09, 0.03], [-0.04, 0.02, 0.10], [0.03, -0.01, 0.00], [0.01, -0.02, 0.00], [0.00, -0.13, -0.11], [-0.03, 0.11, 0.11]], "fmax_ev_per_a": 1.00, "smiles": "COc1ccc(OC)c(CN(CCCN2CCOCC2)S(=O)(=O)c2ccc(NC(C)=O)cc2)c1", "de_lowest_kcal_mol": 57.3, "homo_lumo_gap_ev": 8.44}